[1]
Formula: C21H20ClNOPV
Source: the OMol25 dataset
Level of theory: ωB97M-V/def2-TZVPD

Properties
- expectation value of S² = 2.06
- 2S+1 = 3
- orbital gap (alpha / beta) (eV) = 5.842 / 6.242
- DFT total energy (Eh) = -2687.11595
- total charge = +2
- F_max (hartree/bohr) = 0.1507

Cartesian coordinates (Å):
V: -0.74 -0.98 2.19
Cl: 0.99 -2.33 2.22
C: -0.38 0.89 2.25
O: 0.15 1.90 2.55
P: 0.03 0.10 -0.10
C: -1.53 -0.19 -1.01
C: 0.52 1.72 -0.81
C: 1.30 -1.04 -0.78
C: 1.74 1.90 -1.50
C: 2.05 3.14 -2.05
C: 1.16 4.20 -1.88
C: -0.05 4.05 -1.19
C: -0.38 2.80 -0.66
H: 2.43 1.05 -1.60
H: 2.99 3.25 -2.57
H: 1.41 5.17 -2.27
H: -0.75 4.88 -1.04
H: -1.33 2.66 -0.13
C: -2.50 -1.00 -0.40
C: -3.66 -1.37 -1.06
C: -3.89 -0.87 -2.35
C: -2.94 -0.03 -2.96
C: -1.76 0.31 -2.29
H: -2.32 -1.32 0.63
H: -4.37 -2.05 -0.58
H: -4.79 -1.15 -2.86
H: -3.09 0.37 -3.96
H: -1.01 0.95 -2.76
C: 1.09 -1.74 -1.98
C: 2.10 -2.58 -2.47
C: 3.29 -2.73 -1.75
C: 3.47 -2.07 -0.53
C: 2.48 -1.24 -0.04
H: 0.14 -1.63 -2.53
H: 1.92 -3.09 -3.42
H: 4.08 -3.38 -2.13
H: 4.37 -2.22 0.07
H: 2.61 -0.78 0.94
H: -2.31 -2.16 2.22
H: -1.66 -2.61 2.02
C: -0.02 -0.02 6.55
C: -0.30 -0.23 5.14
N: -0.69 -0.64 4.11
H: 0.95 -0.48 6.79
H: -0.82 -0.48 7.17
H: 0.05 1.06 6.80

=====

[2]
Formula: C3H9N2O3
Source: the OMol25 dataset
Level of theory: ωB97M-V/def2-TZVPD

Properties
- orbital gap (alpha / beta) (eV) = 7.863 / 7.472
- DFT total energy (Eh) = -454.33112
- total charge = +1
- F_max (hartree/bohr) = 0.0806

Cartesian coordinates (Å):
C: 3.07 0.51 -0.95
C: -0.32 -0.53 2.09
C: -2.61 -0.26 -1.08
N: 0.84 -0.07 -0.66
N: -1.08 0.75 0.32
O: 1.81 0.48 -0.19
O: -1.23 -0.41 1.03
O: -1.90 0.86 -0.62
H: 2.86 0.07 -1.96
H: 3.78 0.04 -0.30
H: 3.22 1.72 -1.04
H: -0.62 -1.15 2.94
H: -0.13 0.54 2.52
H: 0.52 -0.89 1.45
H: -1.87 -0.98 -1.58
H: -3.35 0.16 -1.66
H: -2.98 -0.87 -0.31

=====

[3]
Formula: C30H81N3O12
Source: the OMol25 dataset
Level of theory: ωB97M-V/def2-TZVPD

Properties
- SMILES = COCCNCCOC.COCCNCCOC.COCCNCCOC.CCO.CCO.CCO.CCO.CCO.CCO
- orbital gap (eV) = 8.746
- DFT total energy (Eh) = -2258.55342
- total charge = 0
- F_max (hartree/bohr) = 0.0506

Cartesian coordinates (Å):
C: -2.99 3.69 6.91
O: -3.29 3.15 5.69
C: -2.80 1.80 5.52
C: -1.29 1.84 5.29
N: -0.88 2.56 4.03
C: -1.12 1.84 2.78
C: -0.71 2.75 1.63
O: -1.40 3.97 1.74
C: -0.93 4.97 0.81
H: -3.31 3.03 7.74
H: -3.50 4.66 6.95
H: -1.90 3.87 7.01
H: -3.32 1.44 4.64
H: -3.00 1.19 6.41
H: -0.83 0.85 5.30
H: -0.84 2.34 6.16
H: -1.23 3.51 3.97
H: -2.17 1.60 2.62
H: -0.54 0.91 2.66
H: -0.98 2.24 0.72
H: 0.39 2.96 1.68
H: 0.17 4.91 0.73
H: -1.27 5.94 1.20
H: -1.41 4.82 -0.16
C: 3.06 0.31 -4.21
O: 3.23 -0.75 -3.30
C: 3.65 -0.35 -2.00
C: 3.64 -1.55 -1.06
N: 3.46 -0.99 0.28
C: 4.61 -0.12 0.82
C: 6.04 -0.68 0.93
O: 6.55 -0.92 -0.36
C: 7.92 -1.30 -0.44
H: 2.22 0.91 -3.91
H: 2.91 -0.09 -5.21
H: 3.93 0.98 -4.19
H: 2.91 0.33 -1.56
H: 4.63 0.10 -2.10
H: 4.57 -2.09 -1.14
H: 2.73 -2.13 -1.18
H: 3.26 -1.67 1.01
H: 4.32 0.15 1.85
H: 4.58 0.79 0.23
H: 6.06 -1.62 1.50
H: 6.68 0.06 1.44
H: 8.16 -1.55 -1.48
H: 8.07 -2.23 0.13
H: 8.60 -0.54 -0.02
C: -3.72 -0.30 1.03
O: -3.06 0.58 0.13
C: -3.94 1.47 -0.53
C: -4.29 0.93 -1.91
N: -3.10 0.58 -2.66
C: -3.37 0.00 -3.96
C: -2.04 -0.40 -4.59
O: -1.38 -1.25 -3.69
C: -0.12 -1.66 -4.17
H: -4.49 -0.86 0.48
H: -4.15 0.27 1.86
H: -3.00 -1.05 1.32
H: -3.40 2.38 -0.70
H: -4.88 1.62 -0.01
H: -4.85 1.70 -2.47
H: -4.93 0.06 -1.77
H: -2.59 -0.12 -2.12
H: -3.81 0.78 -4.57
H: -4.05 -0.86 -3.91
H: -1.37 0.46 -4.77
H: -2.14 -0.94 -5.55
H: 0.47 -0.81 -4.48
H: -0.24 -2.31 -5.02
H: 0.41 -2.13 -3.35
C: -3.70 -4.05 -2.73
C: -3.45 -5.09 -3.81
O: -3.08 -6.39 -3.18
H: -4.39 -4.39 -1.94
H: -4.14 -3.16 -3.15
H: -2.79 -3.67 -2.27
H: -2.62 -4.69 -4.41
H: -4.30 -5.20 -4.44
H: -2.68 -6.97 -3.83
C: 1.14 -2.12 3.30
C: -0.33 -2.00 3.65
O: -0.91 -3.29 3.79
H: 1.65 -2.69 4.06
H: 1.63 -1.17 3.18
H: 1.32 -2.71 2.40
H: -0.87 -1.40 2.88
H: -0.39 -1.44 4.60
H: -1.75 -3.22 4.25
C: -0.82 -5.26 0.50
C: -0.97 -6.34 1.55
O: -0.17 -5.99 2.64
H: -1.32 -5.43 -0.47
H: 0.26 -5.19 0.32
H: -1.18 -4.32 0.95
H: -0.66 -7.31 1.17
H: -2.00 -6.50 1.89
H: -0.30 -5.07 2.90
C: 0.23 4.50 -3.31
C: -0.22 3.18 -2.77
O: -1.57 2.96 -3.12
H: -0.34 5.34 -2.90
H: 0.19 4.60 -4.37
H: 1.28 4.69 -3.05
H: -0.14 3.19 -1.67
H: 0.34 2.29 -3.08
H: -1.96 2.11 -2.74
C: -0.32 -1.42 -0.33
C: 0.21 -0.04 -0.59
O: 1.01 0.41 0.48
H: -0.87 -1.80 -1.22
H: -0.90 -1.32 0.58
H: 0.55 -2.05 -0.16
H: -0.58 0.71 -0.72
H: 0.71 -0.10 -1.57
H: 1.84 -0.11 0.54
C: 2.68 3.51 -0.33
C: 3.23 3.66 1.03
O: 4.57 4.23 0.97
H: 3.44 2.95 -0.88
H: 2.69 4.43 -0.91
H: 1.72 2.97 -0.40
H: 3.30 2.64 1.47
H: 2.65 4.30 1.68
H: 4.50 5.20 0.92

=====

[4]
Formula: C5H11NO
Source: the OMol25 dataset
Level of theory: ωB97M-V/def2-TZVPD

Properties
- orbital gap (alpha / beta) (eV) = 8.418 / 7.101
- DFT total energy (Eh) = -326.93386
- total charge = 0
- F_max (hartree/bohr) = 0.0662

Cartesian coordinates (Å):
C: 1.00 0.77 0.80
C: 1.10 -0.38 -1.18
C: 0.29 2.04 0.52
C: -1.03 -1.13 0.50
N: -1.97 -0.29 -0.03
C: 0.68 -0.51 0.38
O: -1.09 -2.38 -0.13
H: -0.69 -3.04 0.45
H: 1.74 0.81 1.59
H: -2.74 -0.07 0.59
H: -2.22 -0.42 -1.01
H: 1.24 -1.32 0.81
H: -0.06 2.09 -0.52
H: 0.26 0.02 -1.74
H: 1.21 -1.42 -1.48
H: 1.99 0.20 -1.43
H: 0.91 2.90 0.75
H: -0.62 2.11 1.13

=====

[5]
Formula: C6H10N2O2
Source: the OMol25 dataset
Level of theory: ωB97M-V/def2-TZVPD

Properties
- SMILES = C[C@H]1OC[C@H]2N[C@]21C(N)=O
- orbital gap (eV) = 9.956
- DFT total energy (Eh) = -494.57756
- total charge = 0
- F_max (hartree/bohr) = 0.0545

Cartesian coordinates (Å):
C: -0.92 -1.95 0.83
C: -0.68 -0.84 -0.16
O: -1.90 -0.13 -0.40
C: -1.63 1.20 -0.77
C: -0.32 1.55 -0.10
N: -0.27 1.13 1.29
C: 0.29 0.25 0.28
C: 1.78 0.09 0.25
N: 2.35 -0.16 -0.94
O: 2.47 0.30 1.25
H: -1.13 -1.53 1.83
H: -1.77 -2.57 0.52
H: -0.03 -2.59 0.90
H: -0.33 -1.26 -1.12
H: -1.51 1.30 -1.87
H: -2.47 1.83 -0.45
H: 0.29 2.38 -0.44
H: 0.50 1.61 1.76
H: 2.12 -1.02 -1.43
H: 3.15 0.41 -1.24

=====

Which formula does entry 3 have?
C30H81N3O12

=====

What is the total charge in the second record?
+1

=====

Among the records above, which one has the highest F_max?
C21H20ClNOPV